# 1
Formula: C45H63BClF25N7O22S
Source: OMol25
Level of theory: ωB97M-V with the def2-TZVPD basis set

Last column: Mulliken charge in e.
CARTESIAN COORDINATES (ANGSTROEM)
1 N -0.397 4.724 -5.660  -0.78
2 C 0.296 4.659 -4.601  0.55
3 N 1.597 4.152 -4.632  -0.54
4 N -0.066 5.127 -3.282  -0.36
5 C -1.313 4.528 -2.732  -0.77
6 C -1.033 3.807 -1.430  -1.45
7 C -0.001 2.680 -1.582  -0.45
8 C -0.057 1.682 -0.407  -1.52
9 C -0.258 0.152 -0.630  2.24
10 C -1.748 -0.030 -1.061  -1.11
11 C -2.214 0.314 -2.467  -1.03
12 O -2.556 1.399 -2.802  -0.46
13 O -2.321 -0.766 -3.311  -0.48
14 C 0.868 -0.568 -1.488  2.47
15 C 1.279 0.206 -2.745  -2.77
16 O 0.161 0.183 -3.614  -0.37
17 N 0.318 1.137 -4.736  0.30
18 O 1.111 0.774 -5.486  -0.32
19 B 0.386 -2.007 -2.170  0.19
20 N -0.746 -2.829 -1.717  -0.22
21 O 1.142 -2.459 -3.225  -1.03
22 C 2.266 -0.882 -0.775  -0.47
23 C 3.406 0.146 -0.954  -2.34
24 C 3.253 1.602 -0.513  0.87
25 C 4.614 2.328 -0.503  -0.55
26 Cl 4.993 3.032 1.076  -0.14
27 C 2.086 -1.478 0.634  0.06
28 C 1.718 -2.968 0.647  -2.00
29 C 2.742 -3.918 -0.005  -0.79
30 O 2.143 -4.561 -1.130  -0.53
31 C 3.143 -5.048 0.956  0.56
32 F 2.082 -5.813 1.242  -0.27
33 F 4.076 -5.815 0.372  -0.31
34 F 3.635 -4.597 2.116  -0.24
35 S 3.534 -1.394 1.815  1.33
36 O 4.691 -1.909 1.186  -0.66
37 O 3.001 -1.903 3.033  -0.42
38 F 3.715 0.133 2.006  -0.13
39 N 1.084 -0.615 1.423  -0.50
40 C -0.280 -0.462 0.806  -1.01
41 F -0.735 -1.750 0.796  -0.61
42 N -1.174 0.220 1.788  0.64
43 C -2.253 -0.630 2.222  0.27
44 O -3.268 -0.701 1.687  -0.35
45 F -1.929 -1.308 3.310  -0.17
46 C -0.628 1.026 2.840  0.18
47 O -0.193 0.671 3.862  -0.34
48 F -0.738 2.316 2.550  -0.23
49 H -1.302 5.153 -5.486  0.26
50 H 1.720 3.554 -5.440  0.30
51 H 1.804 3.660 -3.773  0.17
52 H -0.243 6.118 -3.404  0.39
53 H -2.010 5.341 -2.517  0.56
54 H -1.801 3.895 -3.471  0.25
55 H -1.952 3.442 -0.970  0.48
56 H -0.616 4.554 -0.744  0.50
57 H 0.976 3.165 -1.608  0.65
58 H -0.147 2.228 -2.558  -0.44
59 H -0.922 2.004 0.162  1.39
60 H 0.781 1.872 0.271  0.71
61 H -2.108 -1.036 -0.863  0.88
62 H -2.332 0.629 -0.416  0.79
63 H -3.077 -1.307 -3.043  0.42
64 H 1.596 1.231 -2.561  0.37
65 H 2.120 -0.304 -3.219  1.21
66 H -1.400 -2.914 -2.486  0.27
67 H -0.445 -3.776 -1.503  0.26
68 H 1.790 -3.129 -2.969  0.24
69 H 2.624 -1.729 -1.368  0.18
70 H 3.701 0.160 -2.004  0.81
71 H 4.305 -0.243 -0.475  1.11
72 H 2.614 2.165 -1.185  -1.15
73 H 2.847 1.719 0.491  0.46
74 H 5.430 1.667 -0.788  0.35
75 H 4.611 3.154 -1.211  0.42
76 H 0.771 -3.117 0.132  0.63
77 H 1.536 -3.309 1.668  0.97
78 H 3.642 -3.415 -0.355  0.87
79 H 2.860 -4.929 -1.667  0.39
80 H 1.516 0.314 1.498  1.28
81 H 0.981 -1.012 2.369  1.06
82 C 2.494 -4.199 5.630  -0.82
83 C 0.988 -4.277 5.717  -0.27
84 O 0.491 -5.514 5.168  -0.29
85 C 0.525 -6.563 5.979  0.33
86 O 0.916 -6.595 7.106  -0.52
87 C -0.073 -7.792 5.257  0.89
88 F 0.380 -7.877 4.001  -0.22
89 F -1.407 -7.674 5.216  -0.26
90 F 0.242 -8.904 5.903  -0.23
91 H 2.826 -4.350 4.602  0.06
92 H 2.836 -3.224 5.966  0.33
93 H 2.966 -4.960 6.249  0.44
94 H 0.518 -3.499 5.116  0.20
95 H 0.638 -4.162 6.742  0.39
96 C 0.938 2.652 6.669  -1.01
97 C 1.910 3.323 7.612  -0.36
98 O 3.112 3.737 6.928  -0.31
99 C 3.049 4.880 6.267  0.30
100 O 2.105 5.600 6.138  -0.51
101 C 4.440 5.204 5.679  0.94
102 F 4.992 4.109 5.137  -0.24
103 F 5.247 5.645 6.645  -0.25
104 F 4.339 6.136 4.739  -0.24
105 H 1.415 1.816 6.155  0.24
106 H 0.080 2.276 7.226  0.43
107 H 0.579 3.352 5.915  0.31
108 H 2.252 2.638 8.377  0.35
109 H 1.458 4.182 8.106  0.35
110 C 1.457 -8.559 -4.687  -1.07
111 C 2.629 -7.880 -5.358  -0.22
112 O 2.189 -6.794 -6.207  -0.33
113 C 1.951 -5.640 -5.627  0.31
114 O 2.056 -5.364 -4.464  -0.45
115 C 1.530 -4.595 -6.687  0.92
116 F 0.656 -5.109 -7.550  -0.25
117 F 2.615 -4.192 -7.358  -0.27
118 F 0.982 -3.542 -6.089  -0.18
119 H 0.738 -8.899 -5.432  0.33
120 H 1.805 -9.421 -4.119  0.38
121 H 0.945 -7.880 -4.007  0.25
122 H 3.148 -8.560 -6.028  0.32
123 H 3.349 -7.501 -4.634  0.29
124 C -8.690 1.929 -5.019  -1.11
125 C -7.639 2.207 -3.969  -0.24
126 O -6.352 2.475 -4.573  -0.28
127 C -6.161 3.711 -4.998  0.28
128 O -6.921 4.631 -4.932  -0.53
129 C -4.743 3.852 -5.591  0.94
130 F -4.431 2.819 -6.371  -0.26
131 F -3.845 3.915 -4.592  -0.27
132 F -4.652 4.972 -6.300  -0.23
133 H -8.374 1.111 -5.667  0.30
134 H -9.628 1.655 -4.540  0.38
135 H -8.864 2.806 -5.641  0.31
136 H -7.473 1.338 -3.337  0.32
137 H -7.919 3.044 -3.331  0.33
138 C 3.973 -6.477 11.182  -1.04
139 C 5.283 -5.936 10.657  -0.24
140 O 5.062 -4.856 9.717  -0.32
141 C 4.859 -3.661 10.241  0.34
142 O 4.840 -3.352 11.394  -0.51
143 C 4.668 -2.633 9.104  0.89
144 F 3.857 -3.117 8.150  -0.23
145 F 5.846 -2.342 8.542  -0.26
146 F 4.136 -1.513 9.579  -0.25
147 H 3.331 -6.788 10.358  0.26
148 H 4.160 -7.337 11.824  0.38
149 H 3.442 -5.723 11.761  0.31
150 H 5.822 -6.690 10.088  0.32
151 H 5.929 -5.586 11.460  0.33
152 C -6.234 9.044 -5.822  -1.18
153 C -7.264 7.967 -6.082  0.05
154 O -8.603 8.506 -6.033  -0.33
155 C -9.034 9.093 -7.137  0.32
156 O -8.446 9.230 -8.168  -0.51
157 C -10.491 9.569 -6.933  0.90
158 F -10.647 10.156 -5.743  -0.25
159 F -11.315 8.513 -6.994  -0.25
160 F -10.831 10.430 -7.883  -0.24
161 H -6.433 9.539 -4.871  0.33
162 H -5.238 8.602 -5.787  0.35
163 H -6.249 9.801 -6.605  0.33
164 H -7.235 7.203 -5.310  0.17
165 H -7.102 7.480 -7.042  0.33

Results
E_HOMO, eV: -11.2
Charge: +1
E_LUMO, eV: -3.3
Frontier orbital gap, eV: 7.91


# 2
Formula: C45H63N10O
Source: OMol25
Level of theory: ωB97M-V with the def2-TZVPD basis set

Last column: Mulliken charge in e.
CARTESIAN COORDINATES (ANGSTROEM)
1 C -0.920 -2.091 0.054  -1.72
2 C -0.128 -0.749 -0.170  1.32
3 C -1.104 0.328 0.499  -0.09
4 C -0.393 1.622 1.057  -1.25
5 C 0.830 1.268 1.838  -3.22
6 C 1.835 0.276 1.164  2.68
7 N 1.142 -0.836 0.476  0.46
8 O 1.870 -1.773 0.096  0.32
9 C 2.575 -0.361 2.239  -2.05
10 C 2.764 1.108 0.169  -1.19
11 C 0.001 -0.445 -1.652  -1.99
12 H -0.459 -2.915 -0.468  -0.53
13 H -1.869 -2.136 -0.164  0.48
14 H -1.338 -2.395 1.058  0.61
15 H -1.488 -0.247 1.355  0.50
16 H -2.027 0.702 -0.134  -1.06
17 H -0.959 2.305 1.418  2.09
18 H -0.210 2.237 0.187  -0.44
19 H 0.642 0.935 2.773  0.78
20 H 1.084 2.207 2.099  1.03
21 H 3.209 0.357 2.757  0.45
22 H 3.379 -1.021 1.938  0.33
23 H 2.006 -1.023 2.851  0.39
24 H 3.316 0.533 -0.469  -0.33
25 H 3.388 1.899 0.511  0.70
26 H 2.208 1.629 -0.492  0.08
27 H 0.652 -0.951 -2.160  1.25
28 H 0.452 0.619 -1.769  -0.74
29 H -0.919 -0.359 -2.128  1.17
30 N 5.737 0.008 -1.934  0.03
31 C 6.040 -0.904 -0.865  -0.85
32 C 4.885 -1.966 -0.958  -0.21
33 C 4.026 -1.517 -2.069  -0.01
34 C 4.559 -0.236 -2.626  -0.99
35 H 6.444 0.771 -2.147  0.29
36 H 6.918 -1.049 -0.197  0.38
37 H 4.774 -2.938 -0.483  0.53
38 H 3.069 -2.063 -2.302  0.36
39 H 4.115 0.479 -3.602  0.33
40 N -5.359 -3.035 1.808  0.06
41 C -4.295 -2.678 0.949  -0.77
42 C -4.701 -1.379 0.366  -0.81
43 C -5.959 -0.958 0.934  -1.07
44 C -6.433 -2.112 1.791  -0.50
45 H -5.389 -3.756 2.385  0.11
46 H -3.389 -3.402 0.766  0.30
47 H -4.135 -0.957 -0.203  1.90
48 H -6.581 -0.128 0.487  0.34
49 H -7.233 -2.372 2.407  0.44
50 N -1.469 -4.752 -0.973  0.16
51 C -1.747 -3.876 -1.927  -0.60
52 C -0.440 -3.433 -2.559  -0.42
53 C 0.613 -4.032 -1.853  0.08
54 C -0.135 -4.947 -0.757  -0.76
55 H -2.145 -5.130 -0.345  0.30
56 H -2.781 -3.520 -2.302  0.35
57 H -0.605 -2.521 -3.140  0.39
58 H 1.716 -4.089 -2.188  0.51
59 H 0.206 -5.540 0.021  0.57
60 N 3.286 -6.717 0.243  -0.04
61 C 3.071 -7.231 1.484  -0.21
62 C 3.044 -6.079 2.496  -1.10
63 C 3.344 -4.901 1.637  0.38
64 C 3.457 -5.302 0.166  -1.32
65 H 3.598 -7.311 -0.594  0.29
66 H 3.161 -8.434 1.636  0.29
67 H 2.629 -6.232 3.445  0.43
68 H 3.342 -3.809 2.002  0.30
69 H 3.636 -4.811 -0.583  0.96
70 N -5.053 3.375 -0.083  -0.01
71 C -4.924 4.512 -0.891  -0.62
72 C -3.766 4.152 -1.839  -0.97
73 C -3.287 2.786 -1.455  1.34
74 C -4.097 2.324 -0.274  -1.24
75 H -5.951 3.076 0.510  0.36
76 H -5.518 5.424 -0.908  0.38
77 H -3.346 4.772 -2.523  0.51
78 H -2.465 2.091 -1.719  -0.12
79 H -4.035 1.354 0.221  0.32
80 N -1.340 -1.197 4.454  0.04
81 C -1.931 -2.236 3.875  -0.20
82 C -1.015 -3.438 3.962  -0.33
83 C 0.328 -2.826 4.571  -0.56
84 C -0.007 -1.437 4.896  -0.77
85 H -1.771 -0.344 4.840  0.32
86 H -3.092 -1.964 3.452  0.22
87 H -1.057 -4.567 3.454  0.24
88 H 1.148 -3.440 4.590  0.66
89 H 0.426 -0.610 5.479  0.43
90 N 3.193 4.751 -3.446  0.08
91 C 3.575 4.267 -2.234  -0.66
92 C 2.484 4.604 -1.139  0.13
93 C 1.501 5.460 -1.985  -0.65
94 C 2.008 5.554 -3.365  -1.17
95 H 3.874 4.669 -4.241  0.30
96 H 4.465 3.687 -2.234  0.55
97 H 2.580 4.477 0.081  0.27
98 H 0.824 5.986 -1.552  1.02
99 H 1.665 6.067 -4.055  0.64
100 N 0.891 3.018 -3.087  -0.40
101 C 1.095 1.668 -3.292  -0.17
102 C -0.104 1.095 -3.897  -0.23
103 C -1.175 2.193 -3.874  -0.91
104 C -0.429 3.365 -3.256  -0.72
105 H 1.446 3.639 -2.778  1.33
106 H 2.226 1.277 -3.285  -0.74
107 H -0.386 0.052 -4.202  0.64
108 H -2.233 2.044 -4.263  0.37
109 H -0.640 4.366 -3.240  0.68
110 N -2.614 4.727 1.104  0.02
111 C -2.982 4.788 2.403  -0.48
112 C -1.766 4.912 3.238  -1.16
113 C -0.585 4.839 2.215  -0.62
114 C -1.306 4.717 0.814  -0.58
115 H -3.244 4.541 0.477  0.64
116 H -3.915 4.865 2.795  0.50
117 H -1.679 4.996 4.243  0.54
118 H 0.456 4.899 2.286  0.69
119 H -0.885 4.806 -0.192  0.60

Results
E_HOMO, eV: -9.8
Charge: +1
E_LUMO, eV: -5.1
Frontier orbital gap, eV: 4.61
ΔE to the lowest compared entry with this formula, charge and spin, kcal per mole: 118.91


# 3
Formula: C45H64ClO3P3SiV
Source: OMol25
Level of theory: ωB97M-V with the def2-TZVPD basis set

Last column: Löwdin spin population.
CARTESIAN COORDINATES (ANGSTROEM)
1 V 0.386 -0.570 0.264  2.76
2 C 1.554 4.510 0.117  0.00
3 C 1.577 4.063 1.579  0.00
4 C 2.989 3.607 1.978  0.00
5 P 0.403 2.622 1.823  0.01
6 C 0.453 2.429 3.675  0.00
7 C 0.674 3.629 4.601  0.00
8 C -0.787 1.658 4.145  0.00
9 C -1.280 3.268 1.457  0.00
10 C -1.778 4.402 2.068  0.00
11 C -3.087 4.790 1.860  0.00
12 C -3.912 4.008 1.061  0.00
13 C -3.400 2.899 0.427  0.00
14 C -2.066 2.521 0.557  0.00
15 Si -1.337 1.118 -0.568  0.02
16 C -2.833 0.101 -1.241  0.00
17 C -3.738 0.570 -2.198  0.00
18 C -4.692 -0.250 -2.784  0.00
19 C -4.812 -1.562 -2.350  0.00
20 C -3.951 -2.054 -1.362  0.00
21 C -2.987 -1.230 -0.806  0.00
22 P -1.872 -1.779 0.534  0.02
23 C -1.938 -3.613 0.802  0.00
24 C -3.266 -4.323 1.132  0.00
25 C -1.210 -4.331 -0.344  0.00
26 C -2.623 -1.019 2.032  0.01
27 C -2.281 -1.790 3.311  0.00
28 C -4.137 -0.768 1.971  0.00
29 C -0.646 2.148 -2.050  0.00
30 C -1.167 3.424 -2.331  0.00
31 C -0.531 4.296 -3.190  0.00
32 C 0.617 3.878 -3.846  0.00
33 C 1.116 2.589 -3.650  0.00
34 C 0.505 1.745 -2.734  0.00
35 P 1.112 0.024 -2.387  0.01
36 C 0.703 -1.000 -3.894  0.00
37 C 0.580 -0.253 -5.225  0.00
38 C -0.595 -1.797 -3.636  0.00
39 C 2.949 0.011 -2.381  0.00
40 C 3.728 0.125 -3.690  0.00
41 C 3.472 1.076 -1.408  0.00
42 H 2.292 5.290 -0.053  0.00
43 H 0.580 4.921 -0.174  0.00
44 H 1.758 3.682 -0.550  0.00
45 H 1.293 4.895 2.237  0.00
46 H 3.310 2.732 1.386  0.00
47 H 3.101 3.364 3.035  0.00
48 H 3.697 4.406 1.761  0.00
49 H 1.303 1.730 3.809  0.00
50 H -0.198 4.287 4.583  0.00
51 H 1.528 4.242 4.300  0.00
52 H 0.826 3.302 5.631  0.00
53 H -1.683 2.266 3.991  0.00
54 H -0.707 1.438 5.216  0.00
55 H -0.945 0.721 3.611  0.00
56 H -1.163 4.945 2.772  0.00
57 H -3.455 5.673 2.359  0.00
58 H -4.955 4.324 0.933  0.00
59 H -4.046 2.296 -0.195  0.00
60 H -3.690 1.617 -2.542  0.00
61 H -5.366 0.159 -3.526  0.00
62 H -5.560 -2.216 -2.777  0.00
63 H -4.062 -3.085 -1.048  0.00
64 H -1.328 -3.691 1.715  0.00
65 H -3.939 -4.330 0.283  0.00
66 H -3.809 -3.892 2.000  0.00
67 H -3.073 -5.398 1.319  0.00
68 H -1.824 -4.302 -1.260  0.00
69 H -1.112 -5.391 -0.123  0.00
70 H -0.251 -3.893 -0.563  0.00
71 H -2.101 -0.053 2.074  0.00
72 H -2.982 -2.631 3.446  0.00
73 H -2.457 -1.155 4.182  0.00
74 H -1.261 -2.192 3.331  0.00
75 H -4.696 -1.706 1.904  0.00
76 H -4.421 -0.191 1.086  0.00
77 H -4.483 -0.235 2.871  0.00
78 H -2.058 3.781 -1.805  0.00
79 H -0.900 5.297 -3.343  0.00
80 H 1.098 4.547 -4.547  0.00
81 H 1.998 2.266 -4.175  0.00
82 H 1.562 -1.669 -3.907  0.00
83 H -0.246 0.448 -5.217  0.00
84 H 0.459 -0.993 -6.011  0.00
85 H 1.497 0.299 -5.463  0.00
86 H -1.429 -1.110 -3.538  0.00
87 H -0.539 -2.413 -2.761  0.00
88 H -0.820 -2.452 -4.475  0.00
89 H 3.163 -0.979 -1.958  0.00
90 H 3.688 1.138 -4.128  0.00
91 H 3.349 -0.523 -4.471  0.00
92 H 4.767 -0.112 -3.526  0.00
93 H 3.382 2.069 -1.855  0.00
94 H 4.511 0.913 -1.171  0.00
95 H 2.889 1.074 -0.501  0.00
96 Cl 4.689 -3.977 5.369  0.00
97 C 3.950 -3.207 3.986  0.00
98 C 4.507 -3.455 2.699  0.01
99 C 3.959 -2.917 1.570  0.00
100 C 2.777 -2.095 1.620  0.01
101 O 2.183 -1.632 0.580  0.03
102 C 2.311 -1.839 2.929  0.01
103 C 1.139 -1.052 3.072  0.04
104 O 0.459 -0.514 2.214  0.03
105 C 2.891 -2.389 4.100  0.01
106 H 5.361 -4.096 2.570  0.00
107 H 4.359 -3.175 0.599  0.00
108 H 0.893 -0.877 4.132  0.00
109 H 2.449 -2.163 5.061  0.00
110 C 3.179 -4.978 -1.654  0.00
111 C 2.246 -4.194 -2.574  0.00
112 O 1.613 -3.096 -1.929  0.01
113 H 3.627 -5.804 -2.203  0.00
114 H 2.638 -5.354 -0.785  0.00
115 H 4.011 -4.351 -1.328  0.00
116 H 1.470 -4.845 -2.939  0.00
117 H 2.813 -3.861 -3.459  0.00
118 H 2.089 -2.816 -1.118  0.00

Results
E_HOMO (alpha / beta), eV: -6.6 / -6.4
Charge: 0
E_LUMO (alpha / beta), eV: -0.1 / -0.2
Multiplicity: 4
Frontier orbital gap (alpha / beta), eV: 6.55 / 6.23
ΔE to the lowest compared entry with this formula, charge and spin, kcal per mole: 0.00